{"formula": "C81H160N6O30S3", "method": "the ωB97M-V functional and the def2-TZVPD basis", "elements": ["C", "C", "C", "C", "C", "C", "N", "O", "C", "C", "C", "H", "H", "H", "H", "H", "H", "H", "H", "H", "H", "H", "H", "H", "H", "H", "H", "H", "H", "H", "C", "C", "C", "C", "C", "C", "N", "O", "C", "C", "C", "H", "H", "H", "H", "H", "H", "H", "H", "H", "H", "H", "H", "H", "H", "H", "H", "H", "H", "H", "C", "C", "C", "C", "C", "C", "N", "O", "C", "C", "C", "H", "H", "H", "H", "H", "H", "H", "H", "H", "H", "H", "H", "H", "H", "H", "H", "H", "H", "H", "C", "C", "C", "C", "C", "C", "N", "O", "C", "C", "C", "H", "H", "H", "H", "H", "H", "H", "H", "H", "H", "H", "H", "H", "H", "H", "H", "H", "H", "H", "C", "C", "C", "C", "C", "C", "N", "O", "C", "C", "C", "H", "H", "H", "H", "H", "H", "H", "H", "H", "H", "H", "H", "H", "H", "H", "H", "H", "H", "H", "C", "C", "C", "C", "C", "C", "N", "O", "C", "C", "C", "H", "H", "H", "H", "H", "H", "H", "H", "H", "H", "H", "H", "H", "H", "H", "H", "H", "H", "H", "C", "S", "O", "C", "H", "H", "H", "H", "H", "H", "C", "S", "O", "C", "H", "H", "H", "H", "H", "H", "C", "S", "O", "C", "H", "H", "H", "H", "H", "H", "C", "C", "O", "C", "O", "O", "H", "H", "H", "H", "C", "C", "O", "C", "O", "O", "H", "H", "H", "H", "C", "C", "O", "C", "O", "O", "H", "H", "H", "H", "C", "C", "O", "C", "O", "O", "H", "H", "H", "H", "C", "C", "O", "C", "O", "O", "H", "H", "H", "H", "C", "C", "O", "C", "O", "O", "H", "H", "H", "H", "C", "C", "O", "C", "O", "O", "H", "H", "H", "H"], "coordinates": [[4.71, -5.99, 0.96], [3.73, -5.48, 2.11], [4.46, -5.62, 3.50], [5.49, -4.49, 3.87], [4.83, -3.16, 3.63], [4.30, -2.89, 2.17], [3.44, -4.09, 1.87], [2.80, -3.91, 0.68], [3.31, -1.64, 2.21], [5.35, -2.71, 1.06], [2.40, -6.33, 2.28], [5.67, -5.47, 0.93], [4.28, -5.84, -0.03], [4.83, -7.07, 1.04], [3.73, -5.74, 4.30], [5.04, -6.54, 3.51], [6.47, -4.52, 3.39], [5.56, -4.59, 4.96], [5.55, -2.48, 4.08], [3.98, -3.16, 4.31], [3.78, -0.83, 2.77], [3.06, -1.26, 1.22], [2.39, -1.93, 2.71], [5.72, -1.69, 1.16], [6.19, -3.40, 1.13], [4.97, -2.68, 0.04], [1.67, -5.89, 2.96], [2.76, -7.33, 2.53], [1.86, -6.49, 1.34], [2.01, -3.40, 0.87], [-2.11, 3.96, 1.65], [-2.80, 5.30, 2.08], [-2.50, 5.46, 3.59], [-1.10, 5.96, 4.00], [-0.63, 7.23, 3.26], [-0.86, 7.05, 1.73], [-2.21, 6.48, 1.48], [-2.54, 6.55, 0.11], [-0.87, 8.57, 1.28], [0.32, 6.37, 1.07], [-4.38, 5.26, 1.91], [-2.75, 3.08, 1.58], [-1.20, 3.72, 2.21], [-1.67, 4.10, 0.67], [-3.19, 6.09, 4.14], [-2.70, 4.49, 4.05], [-0.45, 5.09, 4.02], [-1.23, 6.17, 5.07], [0.42, 7.28, 3.54], [-1.10, 8.12, 3.71], [-0.12, 9.25, 1.69], [-0.88, 8.65, 0.19], [-1.76, 9.03, 1.70], [1.15, 7.08, 1.03], [0.60, 5.39, 1.43], [0.08, 6.20, 0.02], [-4.60, 5.37, 0.85], [-4.88, 6.00, 2.53], [-4.94, 4.39, 2.27], [-3.02, 7.39, 0.06], [5.93, -0.89, -5.10], [4.84, -0.57, -4.13], [5.45, -0.63, -2.71], [4.60, 0.11, -1.65], [4.50, 1.56, -2.13], [3.74, 1.69, -3.44], [4.37, 0.86, -4.45], [3.80, 0.91, -5.65], [2.24, 1.48, -3.35], [3.98, 3.20, -3.83], [3.75, -1.70, -4.26], [5.73, -0.48, -6.09], [6.13, -1.95, -5.25], [6.84, -0.34, -4.85], [5.49, -1.66, -2.36], [6.47, -0.26, -2.77], [5.04, 0.01, -0.66], [3.63, -0.34, -1.48], [5.50, 1.98, -2.28], [4.03, 2.19, -1.38], [1.85, 2.21, -2.64], [1.64, 1.74, -4.23], [1.78, 0.57, -2.96], [3.53, 3.82, -3.05], [5.00, 3.57, -3.81], [3.60, 3.58, -4.78], [3.22, -1.60, -5.20], [3.03, -1.54, -3.46], [4.15, -2.71, -4.18], [2.96, 0.46, -5.49], [0.78, -5.95, -2.32], [0.96, -4.76, -3.34], [2.24, -4.83, -4.19], [2.23, -5.96, -5.20], [1.08, -5.67, -6.18], [-0.35, -5.46, -5.49], [-0.16, -4.65, -4.28], [-1.36, -4.23, -3.69], [-1.22, -4.70, -6.43], [-0.85, -6.89, -5.16], [1.15, -3.38, -2.67], [1.23, -5.62, -1.38], [1.20, -6.92, -2.60], [-0.26, -6.25, -2.22], [2.47, -3.92, -4.74], [3.01, -5.06, -3.46], [2.08, -6.88, -4.64], [3.15, -6.01, -5.78], [1.09, -6.48, -6.91], [1.28, -4.80, -6.80], [-2.24, -4.81, -6.06], [-1.07, -3.62, -6.42], [-1.25, -5.01, -7.48], [-0.13, -7.46, -4.57], [-1.89, -6.93, -4.83], [-0.85, -7.40, -6.12], [1.97, -3.33, -1.95], [0.34, -3.07, -2.01], [1.17, -2.56, -3.39], [-1.75, -5.06, -3.39], [7.20, 0.39, 2.66], [6.83, 1.92, 2.39], [6.94, 2.70, 3.80], [6.82, 4.20, 3.58], [7.79, 4.73, 2.51], [7.78, 3.99, 1.12], [7.77, 2.51, 1.40], [8.04, 1.68, 0.32], [6.59, 4.52, 0.20], [9.11, 4.45, 0.54], [5.43, 1.90, 1.89], [7.15, -0.32, 1.84], [6.53, 0.01, 3.43], [8.23, 0.30, 3.03], [6.13, 2.46, 4.48], [7.90, 2.48, 4.26], [6.85, 4.79, 4.49], [5.82, 4.26, 3.15], [8.76, 4.60, 3.00], [7.59, 5.77, 2.26], [6.55, 3.94, -0.72], [5.69, 4.47, 0.82], [6.58, 5.54, -0.19], [9.05, 5.50, 0.26], [9.93, 4.37, 1.26], [9.36, 3.91, -0.37], [4.61, 2.27, 2.50], [4.98, 0.92, 1.73], [5.40, 2.40, 0.92], [8.75, 1.14, 0.67], [0.04, -2.45, 5.53], [-0.97, -1.45, 6.14], [-0.08, -0.60, 7.03], [-0.77, 0.64, 7.53], [-1.41, 1.51, 6.41], [-2.29, 0.63, 5.47], [-1.56, -0.62, 5.12], [-2.20, -1.36, 4.15], [-3.68, 0.38, 6.08], [-2.43, 1.62, 4.28], [-2.08, -2.10, 7.01], [0.48, -3.06, 6.31], [0.87, -1.98, 5.01], [-0.39, -3.11, 4.77], [0.39, -1.10, 7.88], [0.76, -0.25, 6.43], [-0.06, 1.32, 8.00], [-1.48, 0.43, 8.32], [-0.63, 2.03, 5.86], [-2.02, 2.13, 7.06], [-3.72, 0.15, 7.15], [-4.39, 1.20, 5.94], [-3.98, -0.62, 5.77], [-3.17, 2.40, 4.47], [-1.61, 2.14, 3.79], [-2.84, 1.11, 3.41], [-2.91, -2.52, 6.44], [-2.59, -1.39, 7.67], [-1.67, -2.93, 7.59], [-1.66, -1.21, 3.37], [-5.81, 0.59, 2.37], [-7.08, -0.16, 3.49], [-8.25, -0.54, 2.60], [-6.09, -1.60, 3.98], [-4.82, 0.85, 2.74], [-6.20, 1.49, 1.90], [-5.69, -0.26, 1.70], [-6.21, -2.36, 3.21], [-6.57, -1.95, 4.89], [-5.03, -1.45, 4.16], [-8.03, -3.05, 0.69], [-9.20, -3.02, -0.84], [-10.09, -4.25, -0.87], [-10.36, -1.72, -0.27], [-7.11, -3.58, 0.43], [-8.54, -3.55, 1.52], [-7.76, -2.01, 0.82], [-11.16, -1.71, -1.00], [-9.90, -0.73, -0.33], [-10.69, -1.88, 0.76], [-2.53, -5.03, -0.36], [-0.85, -5.11, 0.48], [-0.43, -3.64, 0.72], [-1.37, -5.58, 2.24], [-3.01, -6.00, -0.46], [-2.37, -4.50, -1.30], [-3.28, -4.50, 0.23], [-0.45, -5.38, 2.78], [-1.75, -6.61, 2.26], [-2.15, -4.94, 2.63], [-2.12, -0.98, -0.54], [-2.54, -0.70, 0.89], [-1.26, -0.33, 1.47], [-0.35, -0.17, 0.51], [0.82, 0.10, 0.65], [-0.79, -0.54, -0.72], [-2.74, -0.46, -1.27], [-2.31, -2.03, -0.76], [-2.95, -1.60, 1.35], [-3.23, 0.15, 0.97], [-1.70, 2.93, -2.15], [-2.08, 4.32, -2.77], [-0.81, 4.91, -3.05], [0.08, 4.34, -2.24], [1.20, 4.76, -2.04], [-0.42, 3.19, -1.65], [-1.70, 2.20, -2.96], [-2.40, 2.55, -1.41], [-2.58, 4.99, -2.06], [-2.52, 4.19, -3.75], [-4.72, -2.74, -3.62], [-6.21, -2.87, -3.35], [-6.44, -2.10, -2.16], [-5.27, -1.74, -1.63], [-5.11, -1.21, -0.49], [-4.29, -2.18, -2.42], [-4.60, -2.04, -4.44], [-4.39, -3.73, -3.94], [-6.59, -3.89, -3.31], [-6.78, -2.39, -4.14], [-6.34, 5.17, -2.75], [-7.53, 4.22, -2.66], [-6.91, 3.09, -2.07], [-5.87, 3.47, -1.37], [-5.15, 2.80, -0.61], [-5.61, 4.78, -1.62], [-6.72, 6.18, -2.60], [-5.84, 5.22, -3.72], [-7.94, 4.08, -3.66], [-8.35, 4.64, -2.08], [-2.29, -0.66, -5.66], [-1.67, -0.71, -4.34], [-0.29, -0.69, -4.58], [0.01, -0.34, -5.82], [1.14, -0.13, -6.19], [-1.17, -0.21, -6.44], [-3.17, -0.04, -5.52], [-2.66, -1.66, -5.87], [-1.99, -1.71, -4.02], [-1.94, 0.12, -3.69], [-6.17, 0.21, -7.30], [-6.75, 1.61, -7.67], [-6.14, 2.46, -6.68], [-5.67, 1.77, -5.67], [-5.19, 2.27, -4.62], [-5.81, 0.46, -5.91], [-5.26, -0.03, -7.85], [-6.89, -0.60, -7.20], [-7.83, 1.66, -7.59], [-6.31, 2.00, -8.59], [1.53, 1.89, 2.98], [1.67, 2.80, 1.79], [2.58, 3.72, 2.34], [2.55, 3.65, 3.76], [3.07, 4.46, 4.50], [1.71, 2.64, 4.11], [2.07, 0.94, 2.97], [0.48, 1.59, 3.05], [0.72, 3.09, 1.35], [2.16, 2.23, 1.00]], "spin_multiplicity": 1, "fmax_ha_per_bohr": 0.1012, "charge": 0, "orbital_gap_ev": 6.613, "total_energy_ha": -6962.07932, "homo_energy_ev": -7.1}